[1]
Density functional theory data (ωB97M-V/def2-TZVPD) for a cluster of 2 separate species, C27H28N5 in total at a distorted geometry.

Results
- Charge: +1
- Lowest unoccupied orbital energy: -4.682 eV
- E: -1319.21141 a.u.
- ΔE to the lowest compared entry with this formula, charge and spin: 0.0 kJ/mol
- Highest occupied orbital energy: -10.14 eV
- Gap between HOMO and LUMO: 5.46 eV

Last column: Mulliken charge in e.
Cartesian coordinates (Å):
H -4.0213 -2.4717 2.9323  0.42
H 5.3429 -2.7710 3.7420  0.37
H -2.4198 6.7463 1.5907  0.43
N 0.9675 1.1188 3.0762  -0.88
C -2.8536 5.7759 1.3755  -0.79
N -0.4574 -0.2700 2.2214  0.57
N -3.1065 0.6889 3.2353  -0.19
H -8.2756 4.1582 -1.4394  0.22
H -2.2999 2.4044 1.7783  0.60
H -6.7101 6.3572 0.4237  0.41
C 2.9895 -0.3158 3.2660  0.64
C -6.5428 3.2754 -0.4767  1.21
N -0.2757 0.9984 2.7020  -0.15
H -5.9773 -0.1290 -0.3417  0.40
C -4.7112 4.5028 0.4870  0.75
C -6.4992 0.8160 -0.5421  -0.77
H -8.1695 -0.1064 -1.5496  0.40
H -4.5425 -1.0788 1.9224  -0.11
H -7.5143 5.6239 -0.9587  0.22
H -4.2191 1.1403 0.9592  -0.12
H -9.3013 2.0591 -2.0604  0.43
C 0.6863 -0.9801 2.3793  0.11
H 2.9199 -2.4873 3.1816  0.22
C -4.0733 3.2784 0.8922  0.95
C -4.0952 -1.3756 2.8826  -0.28
C -2.7316 -0.6984 2.9893  -0.22
H -1.2154 4.6219 2.1972  0.51
C -5.9104 2.0323 -0.0957  0.88
C -4.0941 5.7240 0.7516  -0.75
H -2.1976 -1.0671 3.8922  0.55
C 4.9117 -1.7694 3.6762  -0.63
H -2.2824 1.2382 3.5144  0.33
C -4.1185 0.6201 4.2941  -0.83
N -5.9284 4.4711 -0.1609  0.12
C -2.7894 3.3482 1.4976  -0.94
C -4.7104 2.0562 0.6438  0.33
C -1.7793 -0.7551 1.8114  -0.84
H -1.6229 -1.7762 1.4635  0.32
C -2.1953 4.5771 1.7241  -0.70
H -4.8336 -1.3195 4.9514  0.31
H -4.5985 6.6472 0.4829  0.46
H -4.7504 1.5220 4.3372  0.35
C 5.1511 0.6472 3.8491  -0.50
H 6.7590 -0.7696 4.1769  0.37
H -5.9262 -0.5051 3.7962  0.33
C 3.8005 0.8051 3.5500  -0.34
C 3.5651 -1.6170 3.3542  -0.41
C 1.6080 -0.0870 2.9096  -0.05
H -5.9227 6.3523 -1.1699  0.41
H 0.8184 -2.0198 2.1646  0.36
C -6.5471 5.7623 -0.4851  -1.13
H -2.1827 -0.1168 1.0031  0.07
C -7.7544 3.2452 -1.1798  -1.11
H -3.5592 0.5406 5.2388  0.37
H 5.7661 1.5323 4.0332  0.35
C 5.7113 -0.6405 3.9215  -0.37
C -8.3444 2.0406 -1.5466  -0.81
H 3.3206 1.7903 3.5244  0.40
C -7.7013 0.8293 -1.2423  -0.67
C -4.8759 -0.7056 4.0396  -0.57

Forces on the atoms, in the same order (eV/Å):
H -0.1915 0.3832 0.0321
H -0.1371 0.3499 -0.0053
H 0.0719 -0.1681 -0.0305
N -0.5172 -0.8582 -0.1772
C -0.9571 -0.5213 -0.4159
N 0.5184 0.4222 0.5994
N -0.1119 0.5231 -0.2990
H 0.1036 -0.2962 -0.0078
H -0.2044 0.6736 -0.1488
H 0.0833 -0.3167 -0.1682
C 1.8417 -0.2041 0.5942
C 0.6430 -0.0275 0.2836
N 0.4836 -0.6513 -0.6986
H -0.3294 0.4523 0.0200
C -0.3455 -0.7597 -0.1481
C -0.8709 -0.0967 -0.3697
H 0.2589 0.2249 0.0681
H 0.0446 -0.2495 0.0961
H 0.3027 0.0502 0.1509
H -0.1323 0.0743 0.0726
H 0.2063 -0.0811 0.0409
C 0.3117 0.9860 0.2955
H 0.4125 0.2756 0.0610
C -0.3436 0.1367 -0.1468
C 0.1625 0.0908 -0.1392
C 0.2765 0.3015 0.7248
H -0.2202 -0.0609 -0.1390
C 0.0562 0.3503 -0.1057
C 0.6877 0.8493 0.4185
H -0.1225 -0.3284 -0.3577
C 0.0113 0.3382 0.0472
H -0.5465 -0.3492 -0.0619
C 0.6186 0.0245 0.5225
N 0.2060 -0.3353 0.2874
C 0.4580 0.4371 0.2100
C -0.1792 0.6943 -0.7918
C 0.1118 0.0989 0.0774
H -0.1154 0.0783 -0.1193
C 0.1148 -0.6427 0.1469
H -0.1683 0.1321 -0.3778
H 0.3134 -0.1875 0.1160
H 0.1991 -0.3714 -0.1352
C 0.0663 -0.4147 0.1006
H -0.1467 0.0496 -0.0705
H 0.2372 -0.2836 0.0141
C -0.3444 -0.3849 -0.2008
C -0.5895 0.8973 -0.1444
C -1.5341 -0.0851 -0.3100
H -0.0743 -0.3619 0.1602
H -0.2728 -0.1959 -0.2868
C -0.3119 0.4727 -0.1200
H 0.3499 -0.3725 0.2005
C -0.9358 -0.6021 -0.4253
H -0.5024 0.1078 0.1720
H -0.1795 -0.3685 -0.0113
C -0.5664 0.1448 -0.1657
C 0.7362 0.8880 0.5483
H 0.3872 -0.3729 -0.0354
C 0.7249 -0.6333 0.4341
C -0.0493 0.0736 0.1186

---

[2]
Density functional theory data (ωB97M-V/def2-TZVPD) for an isolated molecule of C6H6.

Results
- Charge: 0
- Lowest unoccupied orbital energy: 0.986 eV
- E: -232.09937 a.u.
- Structure (SMILES): C#CC#CCC
- ΔE to the lowest compared entry with this formula, charge and spin: 333.3 kJ/mol
- Highest occupied orbital energy: -9.28 eV
- Gap between HOMO and LUMO: 10.27 eV

Last column: Mulliken charge in e.
Cartesian coordinates (Å):
H 1.1542 1.8963 -0.2043  0.25
H 1.1917 0.2966 1.8003  0.33
H 2.0355 -0.8831 0.7868  0.31
C -1.2440 -0.1977 -0.5892  -0.03
H -4.5881 -1.6752 -0.6164  0.44
H 2.8082 0.6700 1.1668  0.33
C 1.8547 0.1851 0.9376  -1.10
C -2.5117 -0.7484 -0.6254  -0.15
C -0.1337 0.2748 -0.5225  0.02
C 1.2141 0.8064 -0.3107  -0.36
C -3.6145 -1.2373 -0.6284  -0.28
H 1.8337 0.6124 -1.1946  0.25

Forces on the atoms, in the same order (eV/Å):
H -0.0196 -0.1534 -0.0127
H 0.1165 0.0026 -0.1103
H -0.0390 0.1519 0.0269
C 0.3847 0.1554 0.0246
H 0.1728 0.0898 -0.0317
H -0.1190 -0.0669 -0.0616
C 0.0546 -0.0327 0.0761
C -0.3678 -0.1635 -0.0092
C -0.4276 -0.1883 0.0147
C -0.0125 0.0283 -0.0441
C 0.3737 0.1588 0.0125
H -0.1169 0.0179 0.1148

---

[3]
Density functional theory data (ωB97M-V/def2-TZVPD) for a structure of composition C10H16Cl3F2N2O15V at a distorted geometry.

Results
- Charge: +1
- Lowest unoccupied orbital energy (spin up / spin down): -7.482 / -8.151 eV
- E: -4152.10134 a.u.
- ΔE to the lowest compared entry with this formula, charge and spin: 0.0 kJ/mol
- Expectation value of S²: 3.809
- Spin multiplicity: 4
- Highest occupied orbital energy (spin up / spin down): -12.20 / -12.20 eV
- Gap between HOMO and LUMO (spin up / spin down): 4.72 / 4.05 eV

Last column: Mulliken charge in e.
Cartesian coordinates (Å):
H 0.4557 1.4072 -7.6005  0.29
Cl -0.7189 -0.2884 1.4768  1.62
C -2.6061 -0.7065 8.9986  0.23
O 0.3110 8.1068 -2.8078  -0.49
H 0.4490 7.4634 -0.3028  0.28
H 6.9420 -0.7514 0.0664  0.23
O 0.9790 -6.9764 0.4252  -0.47
H -6.0620 -3.0821 -4.4285  0.29
C -1.7210 -1.9128 8.8396  -0.36
V 1.6188 -6.5471 1.7350  1.47
H -0.9549 1.5195 -6.6267  0.31
H -4.8666 -2.2071 -3.3811  0.30
C 6.7167 1.8544 -1.4779  0.69
O -0.7166 -0.0268 0.0741  -0.46
Cl -3.4086 -4.8187 -4.2188  -0.20
C -5.4910 -3.0927 -3.5001  -0.38
O -1.7950 0.1691 9.7449  -0.31
O -0.1195 -0.2141 11.2315  -0.51
H -2.9365 -0.2196 8.0811  0.32
N 0.0470 6.9946 -2.3274  0.80
H 0.4117 5.7296 -0.6411  0.29
O -0.5865 6.0851 -2.8354  -0.50
O -0.9453 -0.7092 -8.9224  -0.51
H -4.4561 -4.4823 -2.1592  0.30
O 7.0191 3.0155 -1.6578  -0.53
Cl -6.7637 -2.8518 -2.2853  -0.19
C -4.8033 -4.4264 -3.1909  -0.44
O 6.1838 1.0343 -2.4110  -0.30
H -2.3102 -2.8114 8.6571  0.29
H 0.0809 0.0382 -6.5601  0.25
N -1.3342 0.1831 -8.1700  0.81
F -3.7186 -1.0254 9.7488  -0.28
O -2.4269 0.7090 -8.2821  -0.49
O 0.1001 -1.4652 1.7410  -0.36
C 6.2281 -0.0685 -0.3942  -0.36
H 5.2830 0.0155 0.1423  0.25
C 0.7277 6.6985 -1.0276  -0.66
O -2.0400 -0.5139 1.8663  -0.46
C -0.3589 0.8063 -7.1961  -0.66
C 6.0698 -0.2689 -1.9206  0.35
C -0.9857 -0.5910 10.4944  0.67
O -0.0983 0.7028 2.3090  -0.34
H -0.9786 -1.8444 8.0445  0.28
F 4.8066 -0.6508 -2.1867  -0.28
H 6.7393 -0.9865 -2.3948  0.27
H -5.6084 -5.1475 -3.3323  0.31
O 6.9457 1.2017 -0.3731  -0.33
H 1.8045 6.7919 -1.1687  0.27
O -1.1080 -1.8398 10.1047  -0.33

Forces on the atoms, in the same order (eV/Å):
H -0.2507 -0.4911 -0.9578
Cl -2.3224 0.0286 -3.0562
C -0.4876 0.7224 -0.6518
O -0.9570 -1.7821 0.4395
H -0.1291 0.0897 -0.2369
H -0.4851 -0.2739 0.0331
O -0.0736 -0.0390 -0.1535
H 0.6703 -0.1210 -0.1868
C -0.8487 0.1559 0.0148
V 0.0619 0.0069 0.1397
H -0.0295 -0.3500 0.1658
H 0.2115 -0.2877 -0.4237
C 1.0449 3.2479 -1.3156
O 1.2191 0.3523 0.9700
Cl -0.1326 0.1496 -0.1693
C 0.2280 0.3087 0.2340
O -1.1439 0.7366 -0.2974
O -1.4024 0.0562 -0.1359
H 0.0279 0.1113 0.1860
N 1.2551 0.5870 -0.3113
H 0.1445 0.0710 -0.3965
O 0.0787 0.9905 0.0445
O 0.0511 0.4993 1.2975
H -0.1309 0.2015 -0.1217
O -0.8324 -2.1720 0.0755
Cl -0.3977 -0.0962 0.5893
C -0.8999 0.2975 0.0905
O 0.2947 -0.1374 -0.7573
H 0.1231 -0.0874 0.5927
H -0.2559 -0.0683 -0.1830
N 0.6358 0.3614 -2.0284
F 0.3452 0.0138 -0.3271
O 0.3599 -0.2020 0.7067
O 0.9695 -0.3128 0.6116
C 1.8477 0.5338 -0.5440
H 0.0270 -0.0491 -0.1885
C -0.2116 0.2635 0.6904
O -0.8278 -0.3306 1.2325
C -0.5116 0.2591 1.0015
C -0.5505 0.5522 1.0743
C 2.6405 0.9522 0.3796
O 0.9670 0.2532 0.2425
H 0.0551 0.3599 -0.0074
F -0.9036 -0.7143 -0.2252
H 0.1837 0.2676 -0.0638
H 0.4554 -0.4468 -0.0083
O -0.6110 -1.2414 1.9086
H -0.1718 -0.2186 -0.2313
O 0.6700 -3.0081 0.2579

---

Q: The highest E belongs to which entry?
A: C6H6